(1)
An isolated molecule of C21H28N2O3, computed with wB97M-V/def2-TZVPD.

```
! RIJCOSX wB97M-V def2-TZVPD def2/J DEFGRID3
* xyz 0 1
C -4.263 -0.551 -5.402
C -3.042 -0.605 -6.316
O -1.903 -1.140 -5.672
C -1.200 -0.379 -4.791
C -1.423 0.963 -4.510
C -0.619 1.632 -3.602
C 0.421 0.981 -2.949
N 1.207 1.668 -2.007
C 0.739 2.900 -1.398
C 1.654 3.098 -0.180
C 1.030 2.502 1.085
O 0.727 3.193 2.035
N 0.818 1.172 1.035
C 0.303 0.417 2.154
C 1.375 -0.511 2.741
C 0.818 -1.356 3.853
C 0.633 -2.662 3.713
C 0.071 -3.556 4.775
C -0.583 -2.757 5.899
C 0.323 -1.598 6.296
C 0.461 -0.632 5.122
C 2.931 2.374 -0.602
C 2.466 1.328 -1.606
O 3.109 0.369 -1.967
C 0.646 -0.367 -3.232
C -0.149 -1.029 -4.139
H -4.086 0.106 -4.554
H -4.483 -1.546 -5.024
H -5.122 -0.186 -5.959
H -2.822 0.385 -6.735
H -3.231 -1.293 -7.145
H -2.214 1.515 -4.993
H -0.816 2.676 -3.419
H -0.312 2.808 -1.113
H 0.844 3.739 -2.096
H 1.819 4.157 0.025
H 1.138 0.639 0.241
H -0.023 1.146 2.898
H -0.557 -0.175 1.826
H 2.199 0.101 3.115
H 1.759 -1.155 1.945
H 0.914 -3.154 2.791
H -0.653 -4.242 4.327
H 0.883 -4.170 5.181
H -0.774 -3.405 6.756
H -1.541 -2.361 5.555
H -0.084 -1.074 7.162
H 1.307 -1.986 6.566
H 1.222 0.120 5.340
H -0.485 -0.101 4.976
H 3.468 1.908 0.223
H 3.622 3.049 -1.111
H 1.455 -0.889 -2.750
H 0.025 -2.069 -4.364
*
```

Values from the calculation:
Frontier orbital gap (Eh): 0.3229
SMILES: CCOc1ccc(N2C[C@@H](C(=O)NCCC3=CCCCC3)CC2=O)cc1
HOMO energy (eV): -8.119
E_LUMO (hartree): 0.0245
Total energy (eV): -31355.101

(2)
An isolated molecule of C21H28N4O2, computed with wB97M-V/def2-TZVPD.

```
! RIJCOSX wB97M-V def2-TZVPD def2/J DEFGRID3
* xyz 0 1
C -5.351 -2.021 -0.613
C -4.743 -0.721 -0.185
C -5.524 0.425 -0.140
C -4.986 1.637 0.255
C -3.653 1.709 0.607
C -2.856 0.570 0.556
N -1.497 0.706 0.903
N -0.914 -0.080 1.820
C 0.330 0.339 1.936
C 0.573 1.420 1.074
C -0.627 1.629 0.425
C -0.852 2.626 -0.653
C 0.513 2.970 -1.260
C 1.506 3.351 -0.162
C 1.828 2.155 0.750
N 2.726 1.220 0.084
C 4.059 1.396 0.035
O 4.626 2.417 0.366
C 4.799 0.181 -0.527
C 4.502 -1.103 0.253
N 3.126 -1.521 0.070
C 2.851 -2.373 -1.077
C 1.497 -2.986 -0.715
C 1.531 -2.975 0.828
O 2.737 -2.342 1.200
C -3.390 -0.660 0.165
C -2.551 -1.898 0.096
H -4.842 -2.415 -1.492
H -6.404 -1.892 -0.852
H -5.265 -2.763 0.180
H -6.567 0.367 -0.413
H -5.605 2.520 0.296
H -3.224 2.641 0.939
H 1.004 -0.141 2.618
H -1.535 2.231 -1.409
H -1.301 3.536 -0.243
H 0.403 3.796 -1.964
H 0.899 2.107 -1.806
H 2.440 3.706 -0.598
H 1.086 4.155 0.445
H 2.331 2.524 1.654
H 2.396 0.268 -0.040
H 5.868 0.390 -0.477
H 4.522 0.054 -1.576
H 5.207 -1.894 -0.048
H 4.632 -0.920 1.322
H 3.618 -3.154 -1.196
H 2.814 -1.765 -1.980
H 0.682 -2.364 -1.080
H 1.383 -3.989 -1.118
H 0.676 -2.428 1.242
H 1.557 -3.978 1.259
H -1.536 -1.703 0.424
H -2.967 -2.670 0.742
H -2.533 -2.289 -0.922
*
```

Values from the calculation:
Frontier orbital gap (Eh): 0.3437
SMILES: Cc1cccc(-n2ncc3c2CCC[C@@H]3NC(=O)CCN2CCCO2)c1C
HOMO energy (eV): -8.655
E_LUMO (hartree): 0.0256
Total energy (eV): -32286.245

(3)
A structure of composition C21H28N4O2, computed with wB97M-V/def2-TZVPD.

```
! RIJCOSX wB97M-V def2-TZVPD def2/J DEFGRID3
* xyz 0 1
C -6.890 -3.209 0.234
C -5.733 -2.173 -0.041
C -4.619 -2.035 0.778
C -3.741 -1.205 0.618
C -3.866 -0.400 -0.527
C -5.057 -0.340 -1.162
C -6.073 -1.338 -0.876
H -6.861 -1.195 -1.824
H -5.173 0.513 -2.086
C -2.794 0.731 -0.536
N -2.188 1.255 0.556
N -1.252 2.024 0.381
C -0.728 2.439 -0.763
O 0.221 3.485 -0.568
C -1.550 2.310 -1.946
C -2.619 1.392 -1.640
H -3.083 1.016 -2.595
H -1.308 2.790 -2.644
C -0.335 2.240 1.668
H -0.240 3.244 1.952
H -1.132 1.780 2.446
C 0.749 1.407 1.910
O 0.964 0.401 2.451
N 1.782 1.913 1.195
H 1.601 2.809 0.168
C 3.170 1.187 0.773
H 3.303 0.372 1.665
C 3.010 0.412 -0.492
N 3.977 -0.715 -0.555
C 5.345 -0.069 -0.927
C 6.284 -0.929 -1.666
C 6.492 -2.194 -0.750
C 5.216 -2.726 -0.185
H 4.679 -3.342 -1.097
H 5.308 -3.612 0.546
C 4.293 -1.489 0.405
C 2.969 -2.334 0.637
H 3.162 -3.176 1.709
H 2.300 -1.614 1.396
H 2.273 -2.563 0.036
H 4.825 -1.328 1.417
H 7.019 -2.864 -0.831
H 6.941 -1.817 0.285
H 5.774 -1.587 -2.496
H 7.102 -0.482 -1.955
H 5.262 0.705 -1.727
H 5.871 0.312 -0.066
H 3.032 0.732 -1.316
H 2.070 -0.224 -0.482
H 3.751 1.967 0.703
H -2.911 -1.100 1.248
H -4.665 -2.815 1.543
H -7.552 -3.033 -0.677
H -6.443 -4.287 0.138
H -7.249 -3.211 1.266
*
```

Values from the calculation:
Frontier orbital gap (Eh): 0.2748
HOMO energy (eV): -8.276
E_LUMO (hartree): -0.0294
Total energy (eV): -32267.291

(4)
An isolated molecule of C21H28N4O4S2, computed with wB97M-V/def2-TZVPD.

```
! RIJCOSX wB97M-V def2-TZVPD def2/J DEFGRID3
* xyz 0 1
C -1.929 -4.332 -2.089
C -1.762 -3.780 -0.904
C -2.257 -2.406 -0.550
N -1.138 -1.528 -0.301
C -0.544 -1.186 0.882
C -1.025 -1.623 2.224
O -2.404 -1.407 2.419
C -2.864 -0.116 2.525
C -4.235 0.012 2.741
C -4.804 1.261 2.867
C -4.028 2.412 2.783
C -4.659 3.772 2.877
C -5.127 4.244 1.499
C -2.667 2.270 2.562
C -2.077 1.023 2.433
N 0.495 -0.432 0.660
N 0.619 -0.263 -0.669
C -0.355 -0.924 -1.237
S -0.619 -1.052 -2.941
C 0.943 -0.267 -3.433
C 2.078 -1.015 -2.741
O 2.026 -2.223 -2.610
N 3.132 -0.278 -2.322
C 3.187 1.162 -2.451
C 4.110 -0.965 -1.492
C 3.928 -0.661 0.014
C 4.627 0.628 0.387
S 6.074 0.676 -0.724
O 6.130 1.939 -1.418
O 7.262 0.264 -0.031
C 5.543 -0.649 -1.874
H -1.549 -5.313 -2.316
H -2.455 -3.824 -2.881
H -1.218 -4.290 -0.122
H -2.869 -2.434 0.356
H -2.841 -1.987 -1.374
H -0.421 -1.120 2.988
H -0.896 -2.706 2.329
H -4.832 -0.884 2.811
H -5.868 1.345 3.038
H -3.937 4.488 3.276
H -5.514 3.736 3.554
H -5.584 5.228 1.568
H -4.286 4.299 0.812
H -5.858 3.550 1.090
H -2.044 3.150 2.490
H -1.015 0.958 2.257
H 0.879 0.781 -3.160
H 1.014 -0.384 -4.515
H 2.470 1.640 -1.778
H 4.187 1.518 -2.214
H 2.970 1.457 -3.478
H 3.896 -2.028 -1.652
H 2.863 -0.613 0.242
H 4.367 -1.487 0.575
H 4.031 1.513 0.196
H 4.994 0.632 1.407
H 6.205 -1.489 -1.692
H 5.653 -0.295 -2.894
*
```

Values from the calculation:
Frontier orbital gap (Eh): 0.3348
SMILES: C=CCn1c(COc2ccc(CC)cc2)nnc1SCC(=O)N(C)[C@@H]1CCS(=O)(=O)C1
HOMO energy (eV): -8.627
E_LUMO (hartree): 0.0178
Total energy (eV): -58051.220

(5)
A structure of composition C21H28N5OSTb, computed with wB97M-V/def2-TZVPD.

```
! RIJCOSX wB97M-V def2-TZVPD def2/J DEFGRID3
* xyz 2 7
Tb 7.664 -15.092 -1.229
C 5.676 -13.904 2.829
C 5.552 -14.422 1.416
O 6.554 -14.556 0.650
N 4.358 -14.787 0.946
C 4.130 -15.213 -0.399
C 4.531 -16.633 -0.764
C 3.707 -17.701 -0.450
C 4.142 -19.018 -0.669
C 5.351 -19.203 -1.313
C 6.033 -18.084 -1.684
N 5.683 -16.821 -1.397
H 6.554 -13.290 2.877
H 5.810 -14.769 3.498
H 4.811 -13.360 3.097
H 3.596 -14.668 1.613
H 4.613 -14.504 -1.093
H 3.065 -15.148 -0.526
H 2.715 -17.476 -0.036
H 3.530 -19.884 -0.441
H 5.730 -20.216 -1.501
H 6.966 -18.191 -2.254
C 9.852 -15.042 -0.164
C 9.858 -16.390 -0.712
C 9.966 -16.579 -2.084
C 9.684 -17.797 -2.671
C 9.286 -18.881 -1.907
C 9.113 -18.681 -0.531
C 9.417 -17.504 0.061
C 8.803 -20.022 -2.597
N 8.437 -20.927 -3.198
H 10.399 -14.262 -0.652
H 9.777 -14.914 0.898
H 10.250 -15.714 -2.686
H 9.817 -17.938 -3.733
H 8.727 -19.473 0.087
H 9.351 -17.359 1.113
C 6.776 -15.844 -4.771
N 8.065 -15.212 -4.963
C 9.079 -16.045 -5.646
C 8.395 -13.977 -4.547
S 7.581 -13.166 -3.217
N 9.362 -13.319 -5.173
C 10.080 -12.205 -4.600
C 9.679 -13.520 -6.597
H 6.416 -16.187 -5.742
H 6.079 -15.155 -4.358
H 6.825 -16.706 -4.115
H 8.795 -17.061 -5.477
H 10.055 -15.854 -5.182
H 9.045 -15.978 -6.740
H 9.757 -12.034 -3.580
H 9.902 -11.337 -5.195
H 11.167 -12.452 -4.650
H 8.860 -13.916 -7.164
H 10.553 -14.135 -6.779
H 9.910 -12.570 -7.047
*
```

Values from the calculation:
Frontier orbital gap (spin up / spin down) (Eh): 0.2830 / 0.2890
<S²>: 12.71
HOMO energy (spin up / spin down) (eV): -13.565 / -13.552
E_LUMO (spin up / spin down) (hartree): -0.2155 / -0.2090
Total energy (eV): -64986.786

(6)
A structure of composition C21H29AsN4O2ReSe4, computed with wB97M-V/def2-TZVPD.

```
! RIJCOSX wB97M-V def2-TZVPD def2/J DEFGRID3
* xyz 0 2
Re -0.291 1.561 -2.446
C -2.781 4.537 -4.222
C -1.970 3.977 -3.094
O -1.505 2.777 -3.330
C -1.728 4.671 -1.948
C -0.905 4.226 -0.860
C -0.727 5.145 0.312
N -0.309 3.070 -0.878
N 0.482 2.778 0.239
C 0.991 1.601 0.111
O 0.745 0.821 -0.916
C 1.899 1.051 1.142
C 2.770 0.020 0.802
C 3.635 -0.498 1.756
C 3.623 0.003 3.050
C 2.755 1.035 3.388
C 1.900 1.564 2.437
H -2.107 4.951 -4.975
H -3.445 5.326 -3.876
H -3.360 3.745 -4.694
H -2.175 5.649 -1.855
H -1.312 6.051 0.177
H 0.327 5.401 0.422
H -1.023 4.649 1.236
H 2.774 -0.355 -0.213
H 4.322 -1.290 1.488
H 4.293 -0.406 3.795
H 2.748 1.427 4.397
H 1.221 2.369 2.682
Se 1.758 2.610 -3.359
Se 1.753 1.815 -5.563
Se 1.701 -0.452 -5.110
Se -0.243 -0.386 -3.733
N -2.910 -0.208 -1.764
N -2.111 0.885 -1.290
H -3.461 -0.576 -0.994
H -2.278 -0.936 -2.070
H -1.781 0.706 -0.337
H -2.713 1.703 -1.271
C -2.534 -2.628 1.748
As -1.166 -1.314 1.256
C -0.053 -1.533 2.843
C -0.120 -2.379 -0.049
C 0.433 -3.665 0.474
C 1.700 -3.704 1.055
C 2.209 -4.883 1.574
C 1.459 -6.050 1.522
C 0.200 -6.027 0.941
C -0.306 -4.844 0.422
H -2.082 -3.567 2.066
H -3.203 -2.819 0.907
H -3.122 -2.217 2.569
H 0.071 -2.589 3.081
H -0.536 -1.025 3.678
H 0.924 -1.080 2.681
H 0.672 -1.709 -0.384
H -0.777 -2.558 -0.903
H 2.288 -2.794 1.098
H 3.196 -4.893 2.018
H 1.857 -6.973 1.925
H -0.389 -6.934 0.884
H -1.286 -4.836 -0.043
*
```

Values from the calculation:
Frontier orbital gap (spin up / spin down) (Eh): 0.2363 / 0.2390
<S²>: 0.76
HOMO energy (spin up / spin down) (eV): -7.254 / -7.375
E_LUMO (spin up / spin down) (hartree): -0.0303 / -0.0320
Total energy (eV): -356658.878